No. 1
54
Properties=species:S:1:pos:R:3 method="wB97M-V/def2-TZVPD" total_charge=-1 spin_multiplicity=1
C 1.8875 -0.6851 1.6662
C 2.1829 -0.7502 0.2613
C 2.0835 0.5766 -0.2721
H 2.4843 -1.6333 -0.3116
C 1.7427 1.4625 0.8051
C 1.6037 0.6734 1.9928
H 1.3895 1.0089 3.0149
H 1.9140 -1.5019 2.4004
H 2.3374 0.8259 -1.3095
H 1.7236 2.5599 0.7524
C -2.1617 -1.1077 -0.4852
C -1.6488 -2.0860 0.4237
C -1.6304 -1.5161 1.7394
H -1.3969 -3.1067 0.1485
C -2.2422 -0.2131 1.6681
C -2.5853 0.0349 0.2871
H -3.1965 0.8646 -0.0825
H -2.2858 -1.3024 -1.5523
H -1.2653 -2.0476 2.6230
H -2.5151 0.3912 2.5401
Sn -0.1258 -0.1471 0.4195
O -0.7702 3.3612 -1.4752
C 0.0109 3.5195 -2.6785
C -0.3133 4.7166 -1.7929
H 1.0275 3.1207 -2.6144
H -0.5291 3.4688 -3.6307
H 0.5331 5.0698 -1.1909
H 0.0383 7.3960 -1.9248
C -0.9682 7.1089 -2.2421
C -1.3035 5.7305 -2.2141
C -2.5812 5.3599 -2.6784
H -2.8665 4.3077 -2.6942
C -3.4883 6.3311 -3.1063
H -4.4781 6.0205 -3.4327
C -3.1473 7.6829 -3.1196
H -3.8578 8.4312 -3.4580
C -1.8730 8.0664 -2.6903
H -1.5836 9.1168 -2.7053
O -0.7376 -5.8816 3.6757
S 0.4911 -5.1585 3.5970
O 1.2920 -4.9117 4.7890
N 0.3040 -3.7141 2.6950
C 0.8168 -3.7761 1.4445
O 0.6819 -3.0474 0.3947
C 1.6433 -4.9811 1.3139
C 2.3733 -5.2860 0.1735
C 3.0142 -6.5075 0.1035
C 2.8965 -7.4110 1.1743
C 2.1393 -7.1151 2.3189
C 1.5146 -5.8725 2.3548
H 2.3823 -4.5287 -0.6124
H 3.6021 -6.7554 -0.7732
H 3.4104 -8.3607 1.1072
H 2.0309 -7.8017 3.1627



No. 2
57
Properties=species:S:1:pos:R:3 method="wB97M-V/def2-TZVPD" total_charge=-1 spin_multiplicity=1
C -5.2505 -2.5806 -1.1475
C -4.3517 -1.6640 -0.5898
C -3.0991 -2.0960 -0.1591
C -2.7089 -3.4222 -0.3131
C -1.3031 -3.7739 0.1455
C -0.1502 -3.1058 -0.6884
C 0.9814 -4.1136 -0.9010
O 2.1936 -3.3720 -1.0438
C 1.8871 -2.0453 -0.7654
O 2.7068 -1.1572 -0.9547
N 0.6039 -1.9283 -0.2506
C -3.6069 -4.3502 -0.8727
C -4.8736 -3.9221 -1.2853
H -6.2359 -2.2426 -1.4754
H -4.6089 -0.6135 -0.4819
H -2.3855 -1.4136 0.3018
H -1.1439 -3.5553 1.2119
H -1.1692 -4.8545 0.0009
H -0.5944 -2.8736 -1.6925
H 1.0661 -4.7828 -0.0334
H 0.8042 -4.6961 -1.8086
H -3.3013 -5.3949 -0.9865
H -5.5708 -4.6372 -1.7192
C -1.9170 3.8309 -3.8791
O -2.5260 2.9697 -2.8887
C -1.7221 2.1609 -2.1471
C -0.3428 1.9761 -2.4004
C 0.4185 1.2021 -1.5386
C -0.1540 0.6209 -0.3981
C 0.6939 -0.0643 0.5934
C 1.7965 0.6596 1.0487
S 2.8292 0.1437 2.4113
O 1.9827 -0.3707 3.4632
O 3.9438 -0.6021 1.8829
C 3.4871 1.7392 2.9664
C 3.1508 2.8184 2.1791
C 3.6008 4.1050 2.4940
C 4.4130 4.2874 3.6157
C 4.7642 3.1898 4.4104
C 4.3006 1.9114 4.0889
S 2.1041 2.4112 0.7618
O 2.9460 2.5503 -0.4098
O 0.9047 3.1977 0.9341
C -1.5170 0.8138 -0.1518
C -2.3056 1.5157 -1.0346
H -2.7537 4.4148 -4.2624
H -1.1671 4.4946 -3.4233
H -1.4668 3.2445 -4.6937
H 0.1405 2.4596 -3.2481
H 1.4729 1.0526 -1.7618
H 0.2745 -0.7991 1.2710
H 3.3205 4.9461 1.8636
H 4.7682 5.2876 3.8721
H 5.3999 3.3326 5.2856
H 4.5673 1.0472 4.6925
H -1.9222 0.4517 0.7919
H -3.3745 1.5963 -0.8801



No. 3
58
Properties=species:S:1:pos:R:3 method="wB97M-V/def2-TZVPD" total_charge=+3 spin_multiplicity=1 e_above_lowest_ev=2.093
Re -0.0990 0.4374 -0.0714
Se 1.7638 4.9880 -0.9984
Sb 0.2192 3.6932 -2.0570
Se -1.0165 2.3628 0.5731
Se 1.5785 0.9537 -1.4318
Se -1.3218 3.2643 -3.6625
N -8.1362 -2.6570 -4.9152
C -7.1851 -2.2996 -4.3806
C -6.0038 -1.8565 -3.7154
C -5.1416 -2.8036 -3.1449
C -4.0078 -2.3792 -2.4964
C -3.7192 -1.0001 -2.4142
C -4.5941 -0.0571 -2.9970
C -5.7295 -0.4841 -3.6429
C -2.5815 -0.5615 -1.7387
C -1.5691 -0.1703 -1.1486
H -5.3802 -3.8549 -3.2211
H -3.3321 -3.0946 -2.0488
H -4.3665 0.9977 -2.9253
H -6.4134 0.2212 -4.0934
N 0.5248 -3.7111 0.2382
C 0.5719 -2.5056 -0.3215
N -0.0820 -1.6053 0.4166
C -0.6363 -2.2945 1.4873
C -1.5542 -1.8841 2.4524
C -1.9658 -2.8362 3.3645
C -1.5042 -4.1595 3.3091
C -0.6451 -4.5911 2.3151
C -0.2395 -3.6317 1.3958
H 0.9583 -4.5416 -0.1425
H 1.0853 -2.2972 -1.2463
H -1.9668 -0.8803 2.4655
H -2.6813 -2.5660 4.1291
H -1.8568 -4.8669 4.0465
H -0.3270 -5.6221 2.2473
C 1.7259 -1.0066 3.2890
As 1.0812 0.5659 2.3644
C 0.0649 1.5068 3.7199
C 2.6898 1.6754 1.9852
C 3.2557 2.1799 3.2647
C 4.2135 1.4328 3.9557
C 4.7348 1.9020 5.1488
C 4.3057 3.1206 5.6635
C 3.3612 3.8771 4.9756
C 2.8385 3.4099 3.7833
H 2.4220 -0.6154 4.0329
H 2.2435 -1.6896 2.6185
H 0.9018 -1.5107 3.7864
H 0.6141 1.4338 4.6581
H -0.9192 1.0538 3.8296
H -0.0300 2.5577 3.4498
H 2.3497 2.4721 1.3208
H 3.3657 1.0120 1.4416
H 4.5783 0.4985 3.5434
H 5.4879 1.3283 5.6713
H 4.7188 3.4890 6.5922
H 3.0475 4.8358 5.3655
H 2.1202 4.0136 3.2383



Across the entries above, energy takes the values -52625.3962, -63772.7052, -361630.8642 eV, respectively.
Across the entries above, F_max takes the values 3.83, 2.77, 0.64 eV/A, respectively.